This record from the Open Molecules 2025 dataset describes a molecular structure, C11H29F5HfNO10S. The level of theory is ωB97M-V/def2-TZVPD.

```
! RIJCOSX wB97M-V def2-TZVPD def2/J DEFGRID3
* xyz 0 2
C -2.3398 1.4946 4.3187
H 4.6459 2.9355 -0.7859
H -2.0954 -0.5908 -2.0222
H -4.7068 -1.2710 -3.4929
C -2.1467 -2.8400 -1.9879
C 1.5256 3.1466 1.6454
F -1.9695 2.7883 4.2396
H 1.8160 -2.6802 1.9459
O -1.4019 -1.0177 4.0777
H 1.1741 -1.9805 -2.9371
H 3.2495 2.0679 -2.5723
H -2.9872 -1.1061 -3.8020
H 0.5824 -3.5072 -2.5117
H 3.2655 -0.6127 -2.0663
C -0.2480 -2.6141 1.2896
Hf -0.3230 0.5908 0.1429
H 2.2134 -0.5265 1.5685
O -0.8900 2.8518 1.1939
C -0.8955 -1.9482 -2.4141
O 0.2139 0.7337 4.5942
C 0.9959 -1.9651 1.8813
H 2.5350 2.2209 0.3270
F -0.5212 2.1945 -1.5265
F -3.3984 1.2994 3.5888
C -3.7493 -1.7870 -3.4229
H 0.1280 -3.4054 0.6411
O 1.4004 -0.8009 1.1380
H 0.9088 -2.4498 -1.1844
H -0.0047 4.7201 1.9952
O 3.8744 2.3805 -0.6505
O -0.4640 0.5607 2.4070
H -3.7237 -2.6172 -4.1288
F -2.6144 0.7626 0.2587
H 4.7794 1.2383 -2.2026
H 1.4997 0.4382 -2.4063
H 2.2968 3.9116 1.5562
S -0.8980 0.3270 3.7965
O -3.3945 -2.1900 -2.0751
H -1.6635 3.4112 1.0919
H 0.3125 4.3078 0.4140
C 3.0469 0.2166 -1.3935
H -1.0003 -1.8102 -3.4902
H -2.3198 -3.7597 -2.5467
H 0.7452 -1.6054 2.8793
C 3.8005 1.5152 -1.8113
O 1.6418 2.0980 0.6567
F -2.6319 1.1272 5.5628
O 1.6344 0.3021 -1.4656
H 1.6958 2.7426 2.6433
H 3.4713 -0.0921 -0.4381
C 0.5263 -2.4628 -2.2050
H -0.7370 -3.1234 2.1201
C 0.1906 3.8356 1.3888
O -1.1096 -1.6059 0.7866
H -2.0498 -3.1467 -0.9464
H -0.8189 -0.0706 -2.6781
H -1.9707 -2.0180 0.8878
N -1.0967 -0.6138 -1.8732
*
```

The HOMO energy (spin up / spin down) is -3.966 / -9.278 eV. The LUMO energy (spin up / spin down) comes out at -0.09 / -0.14 eV. The HOMO-LUMO gap (spin up / spin down) is 3.87 / 9.14 eV.

***

This record from the Open Molecules 2025 dataset describes a molecular structure, C11H29N3NdS2. The level of theory is ωB97M-V/def2-TZVPD.

```
! RIJCOSX wB97M-V def2-TZVPD def2/J DEFGRID3
* xyz 3 4
H -2.5672 0.0584 -0.6943
H 3.0108 0.6113 1.9547
H 4.1119 -1.1144 0.4692
H -0.1298 -0.4645 -5.1183
H 1.3248 -2.7707 2.8565
C -0.3253 0.5949 -4.9115
C -1.1155 1.5204 3.2490
H -0.1000 1.2082 3.5296
H -1.4223 -0.1872 -2.9754
C -0.1143 2.9799 1.0206
H -1.0764 -1.9422 2.1631
C -1.8795 -2.5733 0.3460
H 1.9969 -1.1214 3.0292
N 1.6742 1.3360 0.4575
H 3.0795 -2.5175 2.7276
H -2.2203 -3.4928 0.8451
H -1.4258 -1.7679 -2.7666
S -1.4054 1.7108 1.4246
C 2.1000 -2.0797 2.5045
H -1.8302 0.7581 3.5791
H -3.5270 -0.5338 -2.0368
H 1.4952 2.3416 2.3343
N -1.4245 -0.8931 -2.2233
H -1.3607 2.4650 3.7478
H 1.7182 1.1887 -5.0239
C 2.9611 0.6791 0.8640
H 3.8044 1.3149 0.5373
H 1.9864 3.3805 0.9868
H -1.3758 0.9056 -4.8489
H -3.0499 -2.9278 -1.4009
S 1.8797 -1.9926 0.6673
C -2.6701 -0.8009 -1.3971
H 3.0431 -0.6332 -0.8799
H -2.4759 -1.1739 1.7983
H -0.2935 3.1886 -0.0443
N -1.6042 -1.5375 1.3837
H 0.4929 2.5594 -4.7408
C -2.9339 -2.1148 -0.6643
H -0.3634 3.8767 1.6052
H 1.8804 1.7267 -0.4669
C 3.1307 -0.6892 0.2166
H -3.9218 -2.0188 -0.1838
C 0.6754 1.4867 -4.8684
H -0.9197 -2.8384 -0.1388
C 1.3201 2.5474 1.2744
Nd -0.1529 -0.2531 -0.1876
*
```

The HOMO energy (spin up / spin down) is -18.138 / -18.138 eV. The LUMO energy (spin up / spin down) comes out at -10.96 / -10.04 eV. The HOMO-LUMO gap (spin up / spin down) is 7.17 / 8.09 eV.

***

This record from the Open Molecules 2025 dataset describes 7 unconnected molecules or ions with the total composition C11H29N3O8. The level of theory is ωB97M-V/def2-TZVPD.

```
! RIJCOSX wB97M-V def2-TZVPD def2/J DEFGRID3
* xyz 0 1
O 0.5807 1.3284 -3.2610
C -1.4749 0.9312 0.8764
H 1.7724 -0.7994 -4.4880
H -0.2608 -1.7626 3.8100
H -2.8719 3.8322 1.3789
H -1.7613 1.6594 -1.0262
H -0.7482 1.1625 1.6558
H 0.3328 -2.0969 2.1659
H 2.8594 -0.9829 -3.0933
C -0.0720 2.5609 -0.4021
H -3.7885 3.8910 0.1617
O -4.3989 -6.9284 1.4881
C -1.6503 -1.2016 2.2474
C -0.3961 3.6228 0.5878
H 1.9032 2.7755 0.5022
N 1.7922 -0.3595 0.2800
H -2.1988 -0.5452 2.9361
C 1.5786 0.7165 -3.0108
H 1.6892 3.1400 -2.2191
H -0.1666 3.0556 -1.3726
C -0.2356 -1.3967 2.7812
H -0.9403 -1.0209 0.1987
O 2.5933 1.2709 -2.2884
H -4.1826 -7.0119 0.5544
H -2.3111 -4.2761 0.6365
H 1.1391 -1.3451 -2.9081
O -3.7531 3.5843 1.0727
C 2.2418 2.4478 -1.5848
H 3.1750 2.9317 -1.3054
O -2.6005 -4.2664 1.5535
H 3.1099 -3.5108 -4.5996
H -4.8624 -7.7383 1.7193
C 1.4416 2.1675 -0.2752
H 4.2778 1.4688 -0.1719
O 4.6790 2.2587 0.2128
O 0.9572 2.2421 2.7780
H -2.4298 1.4128 1.1099
H -2.6772 -0.7992 0.3936
H 1.9145 2.1789 2.8721
C 1.8575 -0.6985 -3.4092
H 0.8014 3.1622 2.5305
N -0.9850 1.4436 -0.4167
O 2.2648 -3.2708 -4.9925
H 5.4141 1.9159 0.7316
N -0.5888 4.4467 1.3619
H -3.0661 -5.1016 1.6811
C 1.6344 0.7659 0.1080
C -1.7056 -0.5840 0.8493
H 0.3253 -0.4578 2.7952
H 1.9768 -4.0660 -5.4514
H -2.1857 -2.1531 2.2454
*
```

The HOMO energy is -9.273 eV. The LUMO energy comes out at 0.44 eV. The relative energy (zero: lowest compared OMol25 entry of this formula, charge and spin) comes out at 0.0 kcal/mol. The HOMO-LUMO gap is 9.71 eV.

***

Across the entries above, calculated total energy takes the values -2189.207258 -1957.601796 -1202.700560 hartree, respectively.